Computed, not measured: a molecular structure, C33H30CsFN7OPS, with the ωB97M-V functional and the def2-TZVPD basis.

```
75
Properties=species:S:1:pos:R:3:lowdin_charge:R:1
Cs -1.874 0.107 0.492 0.89
N -6.171 0.584 -2.502 0.00
C -4.815 0.363 -2.287 -0.99
S -4.362 -1.230 -1.890 0.41
N -4.080 1.428 -2.499 -0.07
N -2.829 1.485 -2.019 -0.08
C -2.037 2.289 -2.620 -0.14
C -0.682 2.561 -2.170 -0.29
C 0.089 3.490 -2.880 -0.04
C 1.380 3.762 -2.472 -0.09
C 1.878 3.106 -1.357 -0.07
C 1.045 2.201 -0.713 -0.14
N -0.188 1.924 -1.103 0.04
H -6.671 -0.245 -2.766 0.04
H -6.384 1.419 -3.028 0.06
H -2.366 2.821 -3.517 0.11
H -0.338 3.990 -3.741 0.10
H 1.989 4.476 -3.014 0.09
H 2.881 3.289 -0.996 0.10
H 1.398 1.665 0.160 0.09
C 0.520 -6.918 -2.060 -0.14
C 0.232 -6.724 -0.715 -0.12
C 0.214 -5.438 -0.195 -0.14
C 0.494 -4.316 -0.980 -0.34
C 0.786 -4.538 -2.326 -0.10
C 0.794 -5.820 -2.863 -0.12
P 0.476 -2.650 0.032 0.99
C 0.504 -1.603 -1.475 -0.42
C 1.603 -0.876 -1.920 -0.09
C 1.526 -0.128 -3.088 -0.10
C 0.345 -0.082 -3.816 -0.11
C -0.758 -0.805 -3.379 -0.10
C -0.666 -1.574 -2.231 -0.19
C 2.261 -2.857 0.478 -0.29
C 3.294 -3.740 0.311 -0.07
C 4.530 -3.445 0.941 -0.11
C 4.721 -2.329 1.721 -0.06
C 3.662 -1.408 1.926 -0.19
C 3.654 -0.235 2.719 -0.07
C 2.498 0.507 2.799 -0.10
C 1.309 0.164 2.101 -0.17
C 1.260 -0.955 1.296 -0.22
C 2.459 -1.700 1.263 -0.27
H 0.527 -7.918 -2.481 0.08
H 0.019 -7.579 -0.082 0.09
H -0.025 -5.277 0.854 0.09
H 1.012 -3.692 -2.968 0.10
H 1.023 -5.969 -3.914 0.09
H 2.529 -0.893 -1.355 0.11
H 2.386 0.441 -3.424 0.10
H 0.281 0.525 -4.711 0.10
H -1.691 -0.774 -3.929 0.10
H -1.514 -2.176 -1.923 0.07
H 3.193 -4.645 -0.280 0.09
H 5.357 -4.136 0.801 0.08
H 5.688 -2.146 2.183 0.09
H 4.541 0.058 3.273 0.09
H 2.487 1.395 3.427 0.09
H 0.444 0.807 2.242 0.04
C -1.913 4.799 5.437 -0.08
N -1.911 4.320 4.088 -0.14
C -1.462 5.143 2.998 -0.09
C -1.314 4.092 1.866 -0.51
O -1.013 4.410 0.726 0.01
N -1.545 2.868 2.381 0.11
C -1.846 2.987 3.687 -0.46
N -2.058 1.975 4.480 0.11
H -2.350 5.800 5.457 0.08
H -0.905 4.855 5.875 0.08
H -2.526 4.159 6.072 0.07
H -0.499 5.631 3.194 0.12
H -2.197 5.907 2.725 0.12
H -2.712 0.826 4.178 -0.04
H -2.277 2.241 5.431 0.05
F -3.312 -0.049 4.074 -0.32
```

Net charge ... -2
Relative energy (zero: lowest compared OMol25 entry of this formula, charge and spin) ... 9.3 kcal per mole
Largest force on an atom ... 0.0227 Eh/bohr
Gap between HOMO and LUMO ... 5.471 eV

Computed, not measured: a molecular structure, C33H30F3MnNO4P2S3Te, with the ωB97M-V functional and the def2-TZVPD basis.

```
78
Properties=species:S:1:pos:R:3:mulliken_spin:R:1
Mn -0.981 -0.186 -0.437 4.73
S 0.313 3.415 0.991 0.00
P 1.496 1.786 0.836 0.11
C 0.770 0.277 0.836 -0.09
P 1.303 -1.287 1.072 -0.01
S -0.299 -2.524 0.936 0.04
C 2.564 -1.852 -0.167 0.00
C 3.824 -1.259 -0.206 0.00
C 4.793 -1.695 -1.096 0.00
C 4.503 -2.726 -1.982 0.00
C 3.239 -3.296 -1.980 0.00
C 2.275 -2.864 -1.074 -0.01
C 2.223 -1.790 2.625 0.01
C 3.368 -1.140 3.073 0.00
C 4.086 -1.600 4.170 0.00
C 3.675 -2.745 4.836 0.00
C 2.537 -3.409 4.402 0.00
C 1.819 -2.933 3.313 0.00
C 2.725 2.024 2.197 0.00
C 2.199 2.083 3.489 0.00
C 3.028 2.218 4.589 0.00
C 4.406 2.318 4.420 0.00
C 4.940 2.283 3.143 0.00
C 4.103 2.127 2.040 0.00
C 2.476 2.095 -0.699 -0.02
C 3.303 3.209 -0.868 0.00
C 3.977 3.414 -2.061 0.00
C 3.803 2.526 -3.121 0.00
C 2.942 1.452 -2.982 0.00
C 2.280 1.238 -1.776 0.05
H 4.056 -0.427 0.450 0.00
H 5.766 -1.218 -1.108 0.00
H 5.260 -3.079 -2.673 0.00
H 2.989 -4.073 -2.692 0.00
H 1.280 -3.290 -1.078 0.00
H 3.711 -0.246 2.579 0.00
H 4.963 -1.054 4.496 0.00
H 4.231 -3.110 5.693 0.00
H 2.198 -4.302 4.915 0.00
H 0.922 -3.442 2.984 0.00
H 1.123 2.030 3.610 0.00
H 2.601 2.248 5.585 0.00
H 5.057 2.412 5.282 0.00
H 6.011 2.362 2.996 0.00
H 4.539 2.075 1.051 0.00
H 3.393 3.930 -0.064 0.00
H 4.622 4.278 -2.177 0.00
H 4.328 2.686 -4.057 0.00
H 2.773 0.770 -3.806 0.00
H 1.596 0.403 -1.677 -0.04
F -6.294 4.396 0.400 0.00
C -5.755 3.882 -0.729 0.00
F -5.496 4.922 -1.547 0.00
F -6.719 3.141 -1.321 0.00
C -4.514 3.064 -0.435 0.00
C -4.434 2.344 0.749 -0.01
C -3.280 1.606 0.974 0.04
N -2.263 1.583 0.116 0.04
C -2.342 2.288 -1.009 0.02
C -3.464 3.044 -1.334 0.00
H -5.231 2.347 1.479 0.00
H -3.142 1.046 1.893 -0.01
H -1.486 2.272 -1.670 0.00
H -3.490 3.595 -2.263 0.00
O -1.899 -2.217 -3.562 0.00
S -1.670 -1.026 -2.772 0.00
O -0.248 -0.982 -2.225 0.04
O -2.538 -1.049 -1.494 0.06
O -1.933 0.233 -3.476 0.00
C -2.093 -0.171 5.621 0.00
Te -1.205 -0.548 3.700 0.02
C -2.924 -1.642 3.073 0.01
H -2.109 -1.072 6.233 0.00
H -3.105 0.213 5.497 0.00
H -1.489 0.585 6.125 0.00
H -3.791 -1.249 3.603 0.00
H -2.794 -2.703 3.271 0.00
H -3.046 -1.505 2.001 0.00
```

Net charge ... -2
Relative energy (zero: lowest compared OMol25 entry of this formula, charge and spin) ... 35.3 kcal per mole
Largest force on an atom ... 0.0328 Eh/bohr
Gap between HOMO and LUMO (spin up / spin down) ... 5.392 / 5.735 eV
Multiplicity ... 6

Question: What is the formula in the second record?
Answer: C33H30F3MnNO4P2S3Te